# 1
A molecular structure, C46H63BClIrO2P, computed with ωB97M-V/def2-TZVPD.

```
! wB97M-V def2-TZVPD RIJCOSX def2/J DEFGRID3
* xyz 1 5
Ir 8.35 15.05 9.42
C 11.64 10.22 7.32
C 10.74 11.43 6.93
C 10.89 11.74 5.43
C 10.97 12.67 7.79
C 12.06 12.76 8.67
C 12.15 13.83 9.59
C 13.38 13.83 10.55
C 14.69 14.12 9.75
C 13.47 12.47 11.26
C 11.12 14.78 9.62
C 10.16 14.92 8.41
C 10.06 13.70 7.65
C 10.51 16.18 7.58
C 11.88 16.19 6.97
C 9.47 16.42 6.47
C 11.10 15.81 10.68
C 12.14 16.76 10.67
C 12.56 17.43 11.81
C 11.84 17.25 13.02
C 10.68 16.49 13.03
C 10.26 15.81 11.85
P 8.60 15.15 11.66
C 7.32 16.26 12.71
C 7.51 17.76 12.41
C 5.92 15.86 12.24
C 7.46 16.04 14.24
C 8.78 13.42 12.65
C 7.41 12.83 12.95
C 9.65 13.53 13.92
C 9.43 12.46 11.65
H 11.27 9.33 6.83
H 11.54 10.00 8.37
H 12.70 10.37 7.04
H 9.71 11.14 7.10
H 11.83 12.22 5.17
H 10.06 12.41 5.12
H 10.82 10.81 4.87
H 12.73 11.95 8.72
H 13.24 14.55 11.35
H 14.84 13.35 9.00
H 15.59 14.17 10.35
H 14.62 15.12 9.28
H 13.91 11.70 10.67
H 12.51 12.14 11.57
H 14.12 12.55 12.15
H 9.28 13.58 6.88
H 10.55 17.03 8.30
H 11.93 15.66 5.99
H 12.64 15.69 7.58
H 12.23 17.21 6.79
H 9.43 15.57 5.81
H 9.78 17.30 5.79
H 8.41 16.61 6.73
H 12.70 16.85 9.76
H 13.50 18.01 11.73
H 12.22 17.80 13.90
H 10.08 16.33 13.94
H 7.37 17.97 11.33
H 8.51 18.06 12.76
H 6.79 18.34 12.99
H 5.81 16.01 11.17
H 5.16 16.51 12.70
H 5.50 14.84 12.50
H 8.37 16.49 14.63
H 7.36 15.00 14.48
H 6.63 16.50 14.77
H 6.78 13.53 13.49
H 7.53 11.94 13.51
H 6.91 12.54 12.00
H 9.09 14.09 14.72
H 10.57 14.09 13.69
H 9.85 12.56 14.33
H 8.92 12.35 10.69
H 9.55 11.49 12.16
H 10.42 12.78 11.35
C 9.27 24.08 8.44
C 8.86 23.26 9.74
C 7.64 23.99 10.37
C 10.02 23.30 10.76
C 8.53 21.85 9.36
C 7.40 21.63 8.53
C 6.96 20.36 8.19
C 7.61 19.26 8.70
O 7.24 17.94 8.62
B 8.33 17.09 9.32
O 9.29 18.24 9.80
C 8.82 19.47 9.40
C 9.27 20.73 9.80
H 9.35 25.12 8.70
H 8.49 23.89 7.74
H 10.21 23.68 8.12
H 7.96 24.97 10.73
H 7.29 23.38 11.19
H 6.77 24.13 9.69
H 10.31 24.34 10.97
H 10.90 22.75 10.47
H 9.71 22.85 11.71
H 6.91 22.52 8.18
H 6.03 20.22 7.59
H 10.06 20.86 10.49
Cl 6.49 8.54 8.63
C 6.13 10.26 8.43
C 6.75 10.92 7.38
C 6.65 12.31 7.33
C 6.25 13.06 8.47
C 6.56 14.45 8.57
C 5.52 12.35 9.46
C 5.56 10.96 9.54
H 7.37 10.36 6.67
H 6.84 12.86 6.41
H 5.99 14.93 9.36
H 6.46 15.09 7.66
H 4.93 13.01 10.11
H 5.33 10.37 10.47
*
```

For the total energy, the calculation gives -2871.47856 Ha. The expectation value of S² is 6.081. For the energy relative to the best compared isomer or geometry (same formula, charge and spin), the calculation gives 7.5 kcal/mol. As for the HOMO energy (spin up / spin down): -0.31400 / -0.37435 hartree. The strongest force on any atom comes out at 3.496 eV/A.



# 2
12 unconnected molecules or ions with the total composition C46H64N2O30S3, computed with ωB97M-V/def2-TZVPD.

```
! wB97M-V def2-TZVPD RIJCOSX def2/J DEFGRID3
* xyz 0 1
C 0.04 -0.45 0.99
C 0.41 0.06 -0.42
O -0.50 1.08 -0.78
S -1.64 1.36 0.38
O -2.99 1.38 -0.18
O -1.22 2.42 1.28
O -1.34 -0.07 1.11
H 0.65 -0.16 1.84
H 0.05 -1.54 0.90
H 0.27 -0.78 -1.10
H 1.38 0.54 -0.52
C -4.44 -1.49 -3.28
C -4.56 -0.03 -2.97
O -5.82 0.22 -2.45
S -6.90 -0.93 -2.96
O -7.80 -0.41 -3.96
O -7.46 -1.56 -1.77
O -5.73 -1.84 -3.74
H -4.14 -2.07 -2.41
H -3.62 -1.68 -3.97
H -4.43 0.54 -3.89
H -3.85 0.43 -2.27
C 1.78 -6.25 -0.23
C 0.60 -5.98 0.63
O 0.81 -4.72 1.04
S 1.43 -3.79 -0.19
O 2.31 -2.73 0.31
O 0.40 -3.47 -1.21
O 2.31 -5.06 -0.76
H 1.60 -6.97 -1.03
H 2.60 -6.73 0.31
H 0.60 -6.60 1.53
H -0.38 -6.05 0.16
C -5.26 -1.90 0.44
C -4.00 -2.30 0.25
C -3.58 -3.61 0.47
C -4.56 -4.61 0.70
C -5.88 -4.25 0.73
C -6.26 -2.90 0.66
N -4.15 -6.06 0.77
O -2.95 -6.29 0.68
O -5.05 -6.92 0.77
H -5.50 -0.85 0.43
H -3.27 -1.58 -0.10
H -2.51 -3.79 0.42
H -6.56 -5.08 0.84
H -7.31 -2.65 0.78
C -2.44 5.44 -2.64
C -2.53 6.78 -2.52
C -2.27 7.43 -1.30
C -1.95 6.68 -0.19
C -1.76 5.35 -0.34
C -2.05 4.63 -1.55
N -1.58 7.35 1.07
O -1.01 6.70 1.95
O -1.92 8.52 1.24
H -2.54 4.98 -3.61
H -2.69 7.41 -3.39
H -2.22 8.50 -1.35
H -1.44 4.91 0.59
H -1.83 3.58 -1.62
O -1.09 -1.37 -3.36
C -0.29 -2.11 -3.87
O 1.05 -1.79 -3.86
C 1.86 -2.81 -4.47
C 0.85 -3.97 -4.65
C -0.55 -3.35 -4.71
H 2.62 -3.17 -3.78
H 2.37 -2.48 -5.37
H 0.91 -4.51 -3.71
H 1.19 -4.63 -5.45
H -1.35 -3.95 -4.28
H -0.76 -3.07 -5.74
O 3.30 6.45 2.93
C 2.82 5.67 2.04
O 1.56 5.15 2.02
C 1.35 4.25 0.93
C 2.71 3.98 0.36
C 3.55 5.13 0.78
H 0.66 4.73 0.23
H 1.06 3.22 1.14
H 2.80 3.80 -0.71
H 3.00 3.04 0.84
H 3.64 5.85 -0.02
H 4.52 4.77 1.13
O 3.00 1.18 -3.40
C 3.71 0.60 -2.57
O 4.69 1.19 -1.81
C 5.49 0.18 -1.11
C 5.02 -1.14 -1.64
C 3.73 -0.86 -2.39
H 5.32 0.29 -0.04
H 6.57 0.28 -1.21
H 5.00 -2.04 -1.01
H 5.77 -1.41 -2.39
H 2.82 -1.29 -1.97
H 3.83 -1.26 -3.40
O -3.36 3.09 6.30
C -2.65 2.25 5.77
O -1.46 2.54 5.07
C -0.80 1.37 4.58
C -1.44 0.29 5.51
C -2.89 0.71 5.80
H 0.28 1.42 4.71
H -0.98 1.32 3.51
H -0.88 0.33 6.44
H -1.32 -0.71 5.12
H -3.24 0.28 6.74
H -3.43 0.45 4.90
O 1.90 -0.06 5.98
C 2.12 -1.10 5.38
O 1.89 -1.23 4.06
C 1.88 -2.58 3.63
C 2.14 -3.42 4.91
C 2.48 -2.48 5.94
H 2.62 -2.64 2.82
H 0.87 -2.88 3.36
H 3.01 -4.08 4.86
H 1.35 -4.10 5.24
H 3.55 -2.45 6.15
H 1.94 -2.73 6.86
O -2.73 2.72 -7.02
C -1.89 2.20 -6.24
O -2.17 1.99 -4.88
C -1.01 1.75 -4.06
C -0.02 1.25 -5.10
C -0.43 1.81 -6.44
H -1.34 0.96 -3.38
H -0.68 2.62 -3.50
H -0.10 0.18 -5.27
H 1.01 1.55 -4.89
H -0.40 1.03 -7.20
H 0.10 2.74 -6.67
O 3.41 0.37 1.20
C 4.18 0.44 2.16
O 4.66 -0.59 2.75
C 5.23 -0.32 4.05
C 5.48 1.21 3.94
C 4.33 1.67 3.09
H 6.25 -0.71 4.08
H 4.62 -0.61 4.90
H 6.45 1.48 3.51
H 5.42 1.69 4.92
H 4.47 2.63 2.58
H 3.49 1.64 3.78
*
```

For the total energy, the calculation gives -5352.16264 Ha. The SMILES is O=[N+]([O-])c1ccccc1.O=[N+]([O-])c1ccccc1.O=S1(=O)OCCO1.O=S1(=O)OCCO1.O=S1(=O)OCCO1.O=C1CCCO1.O=C1CCCO1.O=C1CCCO1.O=C1CCCO1.O=C1CCCO1.O=C1CCCO1.O=C1CCCO1. For the energy relative to the best compared isomer or geometry (same formula, charge and spin), the calculation gives 0.0 kcal/mol. As for the HOMO energy: -0.35032 hartree. The strongest force on any atom comes out at 5.568 eV/A.



# 3
11 unconnected molecules or ions with the total composition C46H66N11O2, computed with ωB97M-V/def2-TZVPD.

```
! wB97M-V def2-TZVPD RIJCOSX def2/J DEFGRID3
* xyz 1 1
C 2.36 1.91 1.46
O 2.18 0.62 1.05
C 1.21 0.38 0.08
C 1.03 -1.15 -0.24
N -0.03 -1.51 -1.29
H 0.45 -1.22 -2.08
H -0.19 -2.59 -1.33
C -1.40 -0.85 -1.28
C -2.11 -1.23 -0.02
O -3.30 -0.61 -0.16
C -4.19 -0.92 0.90
H 2.31 2.70 0.71
H 3.28 2.34 1.98
H 1.63 2.26 2.25
H 1.42 0.85 -0.77
H 0.31 0.86 0.60
H 1.08 -1.65 0.65
H 1.83 -1.59 -0.67
H -1.86 -1.22 -2.23
H -1.40 0.12 -1.37
H -1.74 -1.05 0.79
H -2.08 -2.33 0.00
H -4.62 -1.99 1.06
H -5.06 -0.26 0.87
H -3.66 -0.61 1.99
N 5.04 -2.94 2.00
C 5.40 -3.59 3.21
C 4.82 -2.89 4.20
C 3.76 -1.94 3.68
C 4.02 -2.08 2.27
H 5.58 -3.21 1.16
H 6.13 -4.49 3.24
H 5.00 -2.97 5.15
H 3.23 -1.24 4.12
H 3.65 -1.52 1.47
N 0.43 -2.21 -4.81
C 1.62 -2.42 -4.29
C 2.10 -1.24 -3.79
C 0.98 -0.19 -3.95
C -0.05 -0.89 -4.43
H -0.26 -2.74 -5.40
H 2.11 -3.23 -4.49
H 3.12 -0.92 -3.48
H 1.17 0.90 -3.87
H -0.94 -0.44 -4.66
N -7.17 2.83 -2.84
C -7.87 2.58 -1.67
C -7.17 1.63 -1.00
C -5.87 1.33 -1.75
C -5.93 2.24 -2.84
H -7.40 3.38 -3.66
H -8.76 3.22 -1.51
H -7.40 1.14 0.04
H -5.23 0.59 -1.39
H -5.15 2.41 -3.53
N 0.07 -4.78 3.10
C 0.80 -3.78 3.75
C -0.11 -2.80 3.89
C -1.39 -3.20 3.49
C -1.14 -4.41 2.88
H 0.32 -5.79 3.03
H 1.72 -4.04 4.06
H 0.17 -2.00 4.56
H -2.35 -2.66 3.55
H -1.74 -5.17 2.43
N 1.71 5.04 -3.29
C 2.81 4.27 -2.98
C 3.08 4.58 -1.61
C 2.27 5.74 -1.31
C 1.32 5.96 -2.25
H 1.35 5.01 -4.35
H 3.19 3.54 -3.76
H 3.99 4.20 -1.22
H 2.16 6.18 -0.35
H 0.43 6.70 -2.55
N 0.60 -4.43 0.10
C -0.43 -4.85 -0.76
C 0.04 -4.78 -1.93
C 1.64 -4.60 -1.82
C 1.75 -4.39 -0.48
H 0.48 -4.21 1.14
H -1.48 -4.93 -0.41
H -0.42 -5.03 -2.89
H 2.42 -4.77 -2.56
H 2.74 -4.27 -0.03
N -5.98 -4.16 -2.81
C -4.92 -4.81 -2.30
C -3.94 -3.89 -2.14
C -4.61 -2.48 -2.32
C -5.81 -2.82 -2.77
H -6.69 -4.63 -3.14
H -4.70 -5.89 -2.25
H -2.98 -4.01 -1.81
H -4.32 -1.49 -2.12
H -6.81 -2.23 -2.94
N -1.06 1.87 5.69
C -1.78 3.01 5.32
C -2.00 3.19 3.99
C -1.28 1.96 3.41
C -0.59 1.32 4.39
H -0.57 1.67 6.59
H -2.15 3.75 6.15
H -2.56 4.05 3.38
H -1.31 1.81 2.43
H 0.04 0.52 4.40
N 7.72 3.14 1.93
C 8.52 3.91 0.97
C 7.81 4.95 0.65
C 6.41 4.85 1.34
C 6.50 3.81 2.13
H 8.01 2.21 2.49
H 9.47 3.41 0.97
H 8.09 5.79 -0.01
H 5.56 5.67 1.27
H 5.89 3.30 2.94
N -0.22 3.70 -0.99
C -1.06 3.11 -1.88
C -2.25 2.91 -1.28
C -2.08 3.22 0.15
C -0.79 3.66 0.31
H 0.63 4.04 -1.15
H -0.54 3.08 -2.97
H -2.89 2.50 -1.75
H -2.82 3.22 1.01
H -0.35 4.11 1.15
*
```

For the total energy, the calculation gives -2544.31642 Ha. For the energy relative to the best compared isomer or geometry (same formula, charge and spin), the calculation gives 31.9 kcal/mol. As for the HOMO energy: -0.36551 hartree. The strongest force on any atom comes out at 11.124 eV/A.



What is the formula in the first record?
C46H63BClIrO2P